# 1
Molecular formula: C39H30O25
Method: DFT, the ωB97M-V functional and the def2-TZVPD basis

Values from the calculation:
HOMO-LUMO gap, eV: 6.214
Net charge: 0
Spin multiplicity: 1
Max |F|, eV Å⁻¹: 11.4
SMILES string: O=C1C=C(O)C(=O)C=C1O.O=C1C=C(O)C(=O)C=C1O.O=C1C=C(O)C(=O)C=C1O.O=C1C=C(O)C(=O)C=C1O.O=C1C=C(O)C(=O)C=C1O.O=C1C=C(O)C(=O)C=C1O.CC(C)=O

The geometry in XYZ format:
```
94
C39H30O25 | OMol25 | the ωB97M-V functional and the def2-TZVPD basis
O -33.91565 -16.58079 -29.36084
O -34.13026 -17.98793 -23.86492
O -39.44464 -19.93172 -18.57447
O -37.63301 -19.53621 -21.74098
O -37.87454 -17.57683 -26.09476
O -35.75785 -10.56238 -25.71674
O -42.54954 -14.26970 -29.13625
O -40.84645 -15.25536 -24.08606
O -33.22512 -18.39193 -19.29112
O -39.16338 -14.33776 -21.99641
O -33.89539 -15.98828 -21.67325
O -34.58336 -14.68219 -27.36999
O -33.39481 -19.66871 -16.72891
O -43.66186 -16.46787 -27.90617
O -30.64735 -14.75344 -17.10420
O -39.75187 -15.40523 -16.75698
O -39.89284 -19.40355 -26.83723
O -40.96760 -14.47123 -19.02651
O -35.82191 -17.75988 -20.64643
O -30.50126 -16.21373 -14.95115
O -34.04610 -19.86008 -25.99183
O -40.06886 -12.98878 -25.16097
O -37.23657 -12.84801 -23.25208
O -39.61179 -21.31881 -22.51378
O -40.76613 -19.06267 -20.66490
C -36.51140 -10.19208 -26.66235
C -37.98894 -14.83914 -21.95404
C -39.28316 -19.46490 -25.68925
C -34.31414 -18.35235 -27.56350
C -42.21855 -15.90858 -25.88175
C -34.20772 -17.72380 -25.18675
C -34.17944 -16.33416 -25.66197
C -37.64827 -18.42819 -23.94259
C -31.13348 -16.06597 -17.10207
C -42.76823 -15.71921 -27.18380
C -38.11075 -19.50958 -23.04015
C -40.56308 -18.20783 -19.81219
C -37.72488 -11.15555 -27.11754
C -32.58922 -18.57743 -16.94136
C -34.21810 -16.93698 -28.08215
C -39.66575 -17.63520 -17.47700
C -37.61230 -16.16077 -21.41312
C -32.73417 -17.84697 -18.32065
C -31.03482 -16.73068 -15.90803
C -34.43426 -15.90060 -27.03043
C -42.25223 -14.45902 -27.99642
C -36.47732 -8.77668 -27.16394
C -40.82666 -13.88193 -25.92183
C -39.86802 -18.63535 -18.62172
C -40.10005 -16.28210 -17.59037
C -40.77162 -15.79926 -18.89273
C -35.08470 -15.69423 -21.74022
C -38.27196 -18.38249 -25.28001
C -36.89859 -14.00025 -22.51705
C -32.07769 -16.53159 -18.26883
C -35.44321 -14.40841 -22.27828
C -34.24228 -18.70327 -26.22838
C -41.36880 -13.50676 -27.31180
C -40.98045 -16.83138 -20.04191
C -39.85190 -20.47125 -24.73654
C -39.23722 -20.45490 -23.33861
C -41.23004 -15.08749 -25.24081
C -31.73967 -18.06566 -15.86535
C -36.07737 -16.59846 -21.31649
H -35.45521 -8.50095 -27.34734
H -36.90037 -17.71376 -23.66304
H -43.90843 -17.25337 -27.43776
H -38.33860 -16.77099 -20.87981
H -39.46084 -20.11484 -19.47117
H -33.09723 -19.98984 -15.98392
H -34.07901 -19.26437 -28.27250
H -34.09880 -15.55492 -24.80203
H -30.11256 -14.73992 -16.32443
H -37.45694 -11.56001 -28.16204
H -37.84014 -11.87912 -26.31686
H -39.21320 -17.88931 -16.48699
H -41.24434 -16.49743 -20.97120
H -40.22187 -13.22675 -24.14165
H -38.52235 -10.57874 -27.27334
H -36.48588 -12.77766 -23.81270
H -41.22065 -14.25122 -19.89239
H -34.54445 -13.84394 -22.37529
H -34.11740 -17.30025 -30.01017
H -36.95117 -8.91852 -28.08425
H -41.08455 -12.56328 -27.65772
H -40.49025 -21.12855 -25.05829
H -34.94374 -17.87491 -20.47478
H -32.21873 -15.75914 -19.10747
H -34.25998 -19.00191 -23.88123
H -36.98548 -8.06854 -26.51389
H -42.48841 -16.67333 -25.11171
H -36.82588 -18.83174 -21.62581
H -31.74095 -18.47265 -14.95776
H -39.81375 -18.52610 -27.06561
```

# 2
Molecular formula: C39H31N2O2S2SbSrTe
Method: DFT, the ωB97M-V functional and the def2-TZVPD basis

Values from the calculation:
HOMO-LUMO gap, eV: 5.972
Net charge: 0
Spin multiplicity: 1
Max |F|, eV Å⁻¹: 9.4

The geometry in XYZ format:
```
79
C39H31N2O2S2SbSrTe | OMol25 | the ωB97M-V functional and the def2-TZVPD basis
Te 1.59183 -1.73460 3.24619
Sb -0.85402 -2.39028 -0.51268
Sr -0.30161 0.44580 1.95064
S -1.52637 2.54218 1.23985
S -1.89859 -2.22071 1.50405
O -2.62127 2.04541 0.44247
O -1.48716 2.05542 2.60775
N -0.12920 2.12922 0.63717
N 1.73159 0.52157 -0.45619
C 3.33824 1.18366 6.01516
C 0.17178 2.31717 -0.65029
C -0.66533 -0.32585 -2.89077
C 1.94131 -0.42553 4.91088
C -2.57188 6.45246 1.05039
C 2.91397 -3.70753 -2.30248
C 3.55285 -4.40195 -1.28807
C -1.49015 -0.98105 -1.99607
C -2.85270 -0.72790 -1.98110
C -3.39822 -6.34909 -1.81108
C -3.38747 0.21749 -2.83742
C -3.20616 -5.35246 -2.75282
C -0.44829 4.91850 1.95803
C 1.24619 1.53957 -1.19053
C 1.79577 -3.81005 0.23765
C 1.04753 -0.37458 5.96993
C 1.70854 -3.07469 -2.05432
C 2.47257 1.19996 7.09647
C 3.07469 0.36764 4.92847
C 2.99432 -4.45700 -0.02072
C 0.00812 3.48760 -2.76339
C 1.16702 -3.11344 -0.78010
C -2.01706 -5.16401 -0.25656
C -1.86016 -4.14528 -1.18447
C -2.43363 -4.24667 -2.43969
C -0.40594 6.29529 2.09064
C 3.31951 0.06168 -2.18321
C 1.11706 2.84590 -3.25694
C 2.73208 -0.18219 -0.93169
C -0.46155 3.23399 -1.48094
C -2.61395 5.07322 0.92347
C 1.73643 1.84420 -2.49095
C -1.20798 0.60053 -3.76688
C -1.46829 7.05650 1.63173
C 2.81362 1.06698 -2.96474
C -2.78615 -6.26812 -0.57043
C -1.55132 4.32211 1.38105
C -2.56005 0.88999 -3.72245
C 1.31806 0.43333 7.06300
H 3.34417 -3.66046 -3.29299
H 3.09325 -0.97569 -0.28810
H -1.33350 3.75437 -1.10882
H -3.48818 -1.27250 -1.29128
H 4.14990 -0.54485 -2.51182
H 0.62704 0.46910 7.89432
H -3.39700 7.05597 0.70114
H 2.69517 1.80646 7.96337
H 0.13896 -0.96806 5.93615
H 1.51959 3.08655 -4.23097
H -4.03644 -7.18832 -2.04111
H -3.66992 -5.42411 -3.72614
H 4.22163 1.80723 6.01645
H 3.75201 0.34139 4.08385
H -3.45931 4.56813 0.47906
H 4.48336 -4.90930 -1.48997
H 3.21224 1.27210 -3.94966
H 1.18873 -2.56323 -2.85414
H -2.92040 -7.05304 0.15870
H -0.51021 4.21619 -3.37143
H -0.56444 1.11043 -4.46760
H 3.48351 -5.00369 0.77135
H -4.44524 0.43371 -2.80666
H 1.35539 -3.85529 1.22769
H -2.96976 1.64597 -4.37529
H -1.55066 -5.05943 0.71572
H 0.36152 4.29257 2.30444
H 0.45089 6.76788 2.54868
H 0.39598 -0.52217 -2.90795
H -2.28333 -3.45305 -3.16209
H -1.43351 8.13075 1.72710
```

# 3
Molecular formula: C39H31N6O2Re
Method: DFT, the ωB97M-V functional and the def2-TZVPD basis

Values from the calculation:
HOMO-LUMO gap (alpha / beta), eV: 6.392 / 6.519
Net charge: +1
Spin multiplicity: 4
Max |F|, eV Å⁻¹: 0.7

The geometry in XYZ format:
```
79
C39H31N6O2Re | OMol25 | the ωB97M-V functional and the def2-TZVPD basis
Re 1.51048 0.00906 -0.03126
O 3.94018 -0.13429 3.36060
O 3.54964 1.14585 -3.47766
N 3.53855 0.56169 -0.03272
N -0.06542 1.13145 0.56475
N 2.09241 -0.15730 1.95245
N 0.09553 -1.38982 -0.49627
N -8.86972 -0.57847 -0.16104
N 1.93490 0.36569 -2.00820
C 1.11941 -0.28105 3.03818
C 1.91139 1.93419 4.04969
C -4.16749 -0.30259 -1.24803
C -1.13246 0.99596 -4.05136
C 3.17903 0.85137 -2.37398
C -3.50398 -0.35169 -0.02524
C -0.08880 1.22402 -3.15237
C -7.71890 -0.53621 -0.13247
C -1.10627 2.98604 1.30059
C 0.89986 0.24528 -3.03336
C 0.11472 2.38051 1.03686
C -5.55127 -0.35895 -1.28411
C -2.02087 -0.26515 0.00454
C -0.93364 -0.39919 4.90977
C 2.13651 -1.77450 -3.90404
C 0.56701 -2.65840 2.26637
C 0.44736 -2.62040 -0.91239
C -1.17350 -0.15694 -4.81912
C -1.29352 -1.34781 -0.46561
C -0.67666 -3.40160 -1.16672
C -2.08250 2.05703 0.96743
C -1.43822 0.89929 0.50086
C -0.03586 2.52170 -2.37755
C 6.13236 1.33864 -0.03517
C -5.60390 -0.54226 1.12449
C -0.71146 -1.45996 4.05224
C 5.40945 1.34620 -1.22796
C 4.10450 0.93550 -1.19105
C -4.22123 -0.47077 1.15959
C 0.32268 -1.42569 3.11425
C -6.26941 -0.47940 -0.09683
C 4.23011 0.51624 1.11354
C -1.77254 -2.60214 -0.89101
C 5.54145 0.90298 1.15111
C 3.42533 0.02970 2.28673
C -0.13537 -1.07186 -4.74093
C 0.96250 0.76493 3.95979
C 0.92798 -0.86923 -3.86710
C -0.08448 0.69408 4.87235
H -0.66864 -4.42744 -1.50685
H 1.10154 2.80503 1.13975
H -3.15559 2.18033 1.02697
H 6.07432 0.85841 2.09398
H 0.97710 2.93188 -2.34879
H -1.33116 -2.35143 4.11840
H -0.67649 3.26419 -2.85155
H -2.82029 -2.86601 -0.95880
H -0.21955 1.50600 5.58456
H 0.51711 -3.54798 2.89479
H 1.41056 2.80145 4.48388
H -6.07987 -0.30904 -2.22907
H 1.54738 -2.64462 1.79282
H 2.48990 -2.04754 -2.91037
H -0.12703 -1.94208 -5.39212
H -1.99436 -0.32276 -5.50913
H -3.59676 -0.21287 -2.16839
H -1.24695 3.98833 1.68275
H -3.69380 -0.51578 2.10829
H 5.83369 1.65347 -2.17648
H 7.16687 1.66476 -0.03229
H -1.90988 1.74995 -4.15965
H -6.17262 -0.64720 2.04064
H -1.74547 -0.43523 5.63021
H 1.92279 -2.69047 -4.45790
H -0.38338 2.40558 -1.35002
H 2.96530 -1.26388 -4.40430
H 2.32521 2.22787 3.08379
H -0.19321 -2.77719 1.48753
H 1.48456 -2.91679 -0.98067
H 2.76282 1.67935 4.68539
```